# 1
ORCA calculation (ωB97M-V/def2-TZVPD) on one molecule with the formula C22H20N4O3 in a non-equilibrium geometry.

HOMO-LUMO gap = 0.3291 hartree
Energy relative to the best compared isomer or geometry (same formula, charge and spin) = 53.3 kcal/mol
DFT total energy = -1295.0655 a.u.
LUMO level = 0.18 eV
SMILES = Cc1ccc(C)c(-c2nnc(OCC(=O)Nc3cc(C)on3)c3ccccc23)c1
Highest occupied orbital energy = -8.78 eV

Structure (ORCA input):
```
! RIJCOSX wB97M-V def2-TZVPD def2/J DEFGRID3
* xyz 0 1
C 5.05 1.38 -2.08
C 4.16 0.49 -1.27
C 4.66 -0.29 -0.24
C 3.83 -1.09 0.52
C 2.46 -1.14 0.27
C 1.55 -1.99 1.11
C 1.95 -0.37 -0.77
C 0.51 -0.40 -1.08
N -0.22 0.60 -0.69
N -1.52 0.62 -0.90
C -2.13 -0.37 -1.49
O -3.47 -0.31 -1.61
C -4.05 0.81 -0.97
C -3.52 0.93 0.47
O -3.43 -0.04 1.19
N -3.26 2.21 0.86
C -2.72 2.58 2.07
C -2.36 1.76 3.18
C -1.88 2.66 4.09
C -1.33 2.50 5.45
O -1.95 3.90 3.57
N -2.48 3.84 2.32
C -1.44 -1.51 -2.01
C -2.06 -2.56 -2.69
C -1.30 -3.61 -3.15
C 0.09 -3.62 -2.95
C 0.71 -2.59 -2.29
C -0.05 -1.52 -1.79
C 2.79 0.44 -1.52
H 4.81 1.31 -3.14
H 4.91 2.42 -1.78
H 6.09 1.12 -1.93
H 5.72 -0.28 -0.02
H 4.24 -1.68 1.32
H 1.19 -2.85 0.54
H 2.07 -2.36 1.99
H 0.68 -1.42 1.42
H -5.12 0.61 -0.96
H -3.83 1.72 -1.54
H -3.31 2.96 0.19
H -2.45 0.70 3.25
H -1.82 3.18 6.14
H -1.47 1.47 5.78
H -0.26 2.73 5.45
H -3.13 -2.53 -2.84
H -1.76 -4.43 -3.68
H 0.67 -4.45 -3.33
H 1.78 -2.59 -2.13
H 2.37 1.04 -2.31
*
```


# 2
ORCA calculation (ωB97M-V/def2-TZVPD) on C22H20N6O3OsS as an isolated structure in a non-equilibrium geometry.

HOMO-LUMO gap (spin up / spin down) = 0.1526 / 0.1421 hartree
Energy relative to the best compared isomer or geometry (same formula, charge and spin) = 26.7 kcal/mol
DFT total energy = -1892.9485 a.u.
LUMO level (spin up / spin down) = -8.76 / -9.00 eV
Highest occupied orbital energy (spin up / spin down) = -12.91 / -12.87 eV

Structure (ORCA input):
```
! RIJCOSX wB97M-V def2-TZVPD def2/J DEFGRID3
* xyz 2 1
Os -0.42 0.48 -0.31
C 2.28 1.98 -3.39
C 1.34 1.22 -2.51
N 0.57 1.71 -1.61
N 0.52 3.06 -1.34
C -0.36 3.52 -0.42
N -0.42 4.82 -0.22
S -1.40 2.47 0.46
C 1.20 -0.24 -2.64
C 1.78 -0.97 -3.66
C 1.53 -2.33 -3.74
C 0.70 -2.92 -2.80
C 0.16 -2.14 -1.80
N 0.41 -0.83 -1.71
H 2.48 2.99 -3.04
H 1.88 2.05 -4.40
H 3.24 1.47 -3.44
H 1.15 3.68 -1.83
H 0.08 5.50 -0.78
H -1.05 5.18 0.49
H 2.41 -0.48 -4.39
H 1.97 -2.92 -4.54
H 0.48 -3.98 -2.83
H -0.48 -2.56 -1.04
O 0.64 -1.51 4.63
C 1.75 -0.88 4.27
C 2.80 -0.88 5.20
C 3.99 -0.25 4.91
C 4.19 0.40 3.68
C 3.18 0.41 2.76
C 1.94 -0.22 3.03
C 0.92 -0.18 2.02
O 1.16 0.44 0.89
N -0.26 -0.78 2.24
N -1.10 -0.65 1.20
C -2.30 -1.19 1.32
C -3.31 -1.13 0.35
C -4.55 -1.76 0.69
C -5.59 -1.78 -0.17
C -5.47 -1.16 -1.45
C -4.32 -0.55 -1.83
C -3.20 -0.49 -0.96
O -2.15 0.10 -1.40
H -0.02 -1.45 3.91
H 2.63 -1.38 6.14
H 4.78 -0.27 5.65
H 5.13 0.88 3.47
H 3.31 0.90 1.81
H -2.50 -1.69 2.27
H -4.63 -2.23 1.67
H -6.52 -2.26 0.11
H -6.32 -1.18 -2.12
H -4.22 -0.07 -2.79
*
```


# 3
ORCA calculation (ωB97M-V/def2-TZVPD) on one molecule with the formula C22H20N6O4S in a non-equilibrium geometry.

HOMO-LUMO gap = 0.2660 hartree
Energy relative to the best compared isomer or geometry (same formula, charge and spin) = 43.2 kcal/mol
DFT total energy = -1878.0555 a.u.
LUMO level = -0.67 eV
SMILES = Cc1c(NC(=S)N/N=C2\C(=O)N(CC(=O)O)c3ccccc32)c(=O)n(-c2ccccc2)n1C
Highest occupied orbital energy = -7.91 eV

Structure (ORCA input):
```
! RIJCOSX wB97M-V def2-TZVPD def2/J DEFGRID3
* xyz 0 1
C -4.21 -3.47 -0.45
C -3.39 -2.28 -0.13
C -2.04 -2.19 0.12
N -1.16 -3.27 0.11
C 0.19 -3.36 0.04
S 0.87 -4.86 0.09
N 0.91 -2.22 -0.11
N 2.23 -2.24 -0.04
C 2.90 -1.16 -0.21
C 2.39 0.18 -0.59
O 1.26 0.51 -0.95
N 3.44 1.05 -0.52
C 3.34 2.43 -0.93
C 2.50 3.29 0.04
O 2.95 4.27 0.57
O 1.25 2.90 0.21
C 4.61 0.37 -0.16
C 5.89 0.86 0.04
C 6.87 -0.05 0.40
C 6.59 -1.40 0.56
C 5.31 -1.89 0.37
C 4.32 -0.99 0.01
C -1.76 -0.81 0.46
O -0.70 -0.26 0.77
N -2.97 -0.16 0.36
C -3.11 1.24 0.24
C -2.39 2.07 1.09
C -2.50 3.45 0.94
C -3.33 3.99 -0.02
C -4.05 3.15 -0.86
C -3.93 1.78 -0.75
N -3.96 -1.03 -0.05
C -5.31 -0.83 0.42
H -4.91 -3.24 -1.25
H -4.78 -3.80 0.42
H -3.58 -4.29 -0.78
H -1.60 -4.18 0.15
H 0.43 -1.30 -0.08
H 4.33 2.86 -1.00
H 2.85 2.47 -1.91
H 1.03 2.05 -0.26
H 6.12 1.91 -0.07
H 7.88 0.30 0.56
H 7.38 -2.08 0.84
H 5.07 -2.93 0.50
H -1.74 1.65 1.83
H -1.93 4.09 1.59
H -3.42 5.06 -0.13
H -4.69 3.57 -1.63
H -4.46 1.13 -1.43
H -5.49 0.23 0.54
H -6.01 -1.23 -0.32
H -5.48 -1.34 1.37
*
```